1.
Below is C12H25BaN5O6 as an isolated structure at a distorted geometry, with properties calculated with ωB97M-V/def2-TZVPD.

## Properties
- Gap between HOMO and LUMO (spin up / spin down): 3.6 / 3.6 eV
- Energy relative to the best compared isomer or geometry (same formula, charge and spin): 0.000 eV
- E_LUMO (spin up / spin down): -2.76 / -2.76 eV
- Charge: 0
- 2S+1: 1
- Total energy: -1222.625483 a.u.

CARTESIAN COORDINATES (ANGSTROEM)
O -0.384 -0.009 -2.691
H -1.369 -0.544 -2.748
Ba 1.749 0.366 -0.694
N 1.830 -2.263 -1.342
N -0.410 -1.965 -0.263
N 0.873 3.075 -0.494
N -0.625 1.337 0.677
O 2.986 -2.252 -1.867
O 1.720 3.916 -1.004
O -1.335 0.461 1.462
O -1.616 -1.681 0.108
C -0.248 -3.180 -0.863
C 1.027 -3.357 -1.466
C -0.180 3.589 0.170
C -1.016 2.611 0.826
C 1.422 -4.587 -2.190
H 0.794 -4.740 -3.082
H 1.298 -5.471 -1.547
H 2.468 -4.519 -2.505
C -1.306 -4.224 -0.935
H -1.617 -4.403 -1.976
H -2.179 -3.914 -0.352
H -0.931 -5.180 -0.539
C -0.468 5.046 0.269
C -2.202 3.061 1.617
H 0.290 5.622 -0.269
H -0.483 5.364 1.321
H -1.458 5.275 -0.152
H -2.742 2.194 2.006
H -2.877 3.658 0.986
H -1.888 3.701 2.456
H 2.737 2.885 -1.504
H -1.414 -0.396 0.881
C -1.959 -0.968 -3.774
H -1.222 -1.528 -4.356
H -2.242 -0.079 -4.347
H -2.829 -1.582 -3.534
O 3.196 1.966 -1.683
H -0.491 0.821 -3.189
H 4.026 2.137 -2.156
C 0.178 -0.405 4.783
C 1.509 0.308 4.491
C 1.871 0.236 3.086
N 2.213 0.169 1.977
H -0.585 -0.123 4.049
H -0.197 -0.159 5.780
H 0.319 -1.490 4.731
H 1.445 1.369 4.771
H 2.323 -0.146 5.072

2.
Below is C3H3F2N as an isolated structure at a distorted geometry, with properties calculated with ωB97M-V/def2-TZVPD.

## Properties
- Gap between HOMO and LUMO: 11.4 eV
- Energy relative to the best compared isomer or geometry (same formula, charge and spin): 1.935 eV
- E_LUMO: 0.86 eV
- Charge: 0
- 2S+1: 1
- Total energy: -370.518938 a.u.

CARTESIAN COORDINATES (ANGSTROEM)
C -1.480 0.467 0.227
C 1.083 0.279 -0.381
C -0.546 -0.606 0.359
N -2.171 1.372 0.116
F 2.099 -0.198 0.352
F -0.799 -1.685 -0.403
H 0.953 1.348 -0.249
H 1.132 -0.103 -1.401
H -0.271 -0.874 1.379

3.
Below is a 7-piece molecular cluster, C14H33ClN4O10 overall at a distorted geometry, with properties calculated with ωB97M-V/def2-TZVPD.

## Properties
- Gap between HOMO and LUMO (spin up / spin down): 6.7 / 5.3 eV
- Energy relative to the best compared isomer or geometry (same formula, charge and spin): 0.000 eV
- E_LUMO (spin up / spin down): 1.87 / 0.66 eV
- Charge: -1
- 2S+1: 2
- <S²>: 0.790
- Total energy: -1984.434999 a.u.

CARTESIAN COORDINATES (ANGSTROEM)
N 0.191 4.587 1.381
H -0.385 5.384 1.151
H 0.359 4.556 2.377
H 1.054 4.628 0.857
H -0.412 3.817 1.132
N -0.044 0.121 0.044
H -0.925 -0.032 -0.425
H 0.670 -0.202 -0.592
H -0.086 -0.322 0.951
H -0.178 1.116 0.152
N -1.077 2.338 -2.760
H -1.616 1.555 -2.417
H -0.475 2.663 -2.017
H -1.724 3.097 -2.920
H -0.584 2.138 -3.618
C 0.180 -2.411 -2.632
C -0.090 -3.446 -3.450
C 0.903 -3.833 -4.581
O 0.828 -4.913 -5.335
C 2.048 -3.087 -4.792
C 2.350 -1.930 -3.976
C 1.314 -1.495 -2.810
O 1.515 -0.497 -2.136
O 3.280 -1.171 -4.322
O -1.275 -4.005 -3.288
H -0.480 -2.228 -1.797
H 2.795 -3.358 -5.524
O -1.343 2.504 0.630
C -2.697 2.326 0.165
C -3.274 0.937 -0.535
O -2.429 0.182 -1.433
H -2.998 3.140 -0.494
H -3.392 2.608 0.956
H -4.209 0.956 -1.095
H -3.684 0.252 0.207
Cl 2.557 3.939 -1.116
O 2.666 4.767 0.051
O 3.895 3.654 -1.449
O 1.766 2.732 -0.947
O 1.913 4.639 -2.162
C -2.416 -1.265 2.421
C -1.033 -0.838 3.045
N 0.181 -1.331 2.311
C 0.304 -2.798 2.291
C 1.157 -3.249 1.055
C 1.368 -0.621 2.800
C 1.604 -0.905 4.308
H -2.734 -2.267 2.709
H -2.378 -1.141 1.339
H -3.127 -0.523 2.784
H -0.888 0.235 2.923
H -1.126 -1.160 4.082
H 0.625 -3.142 3.274
H -0.697 -3.202 2.140
H 2.186 -2.898 1.141
H 1.093 -4.323 0.877
H 0.570 -2.833 0.236
H 1.304 0.447 2.593
H 2.237 -0.815 2.171
H 1.577 -0.013 4.934
H 2.460 -1.580 4.329
H 0.824 -1.480 4.807

Which value of charge does entry 3 give?
-1

Number 1 is which compound?
C12H25BaN5O6

The highest 2S+1 belongs to which entry?
C14H33ClN4O10